Record 1
Density functional theory data (the ωB97M-V functional and the def2-TZVPD basis) for a structure of composition C23H40Cl3N4O3ScSi at a distorted geometry.

```
75
C23H40Cl3N4O3ScSi | OMol25 | the ωB97M-V functional and the def2-TZVPD basis
C -2.0213 -3.6675 0.9168
C -0.5541 -3.5633 0.5283
H -2.3133 -4.6887 1.1806
H -2.6464 -3.3063 0.0865
H -2.2196 -3.0287 1.7817
C 0.1076 -4.6087 -0.0693
C -0.6189 -5.7552 -0.6606
H 1.1861 -4.5910 -0.1874
H -1.5020 -5.4244 -1.2350
H -0.9929 -6.4361 0.1161
H 0.0406 -6.3426 -1.3155
Sc -0.5964 2.2914 -0.1944
Cl -0.7303 1.9105 2.1910
Cl -2.5113 3.1108 -1.5096
C 2.2041 1.6577 1.0424
O 1.5391 1.9103 -0.0025
N 3.5345 1.6167 1.0727
C 4.3153 1.7362 -0.1541
C 4.2512 1.5489 2.3493
H 1.7653 1.4966 2.0238
H 3.6383 2.0940 -0.9485
H 4.7551 0.7515 -0.4175
H 5.1366 2.4511 0.0372
H 3.5251 1.4495 3.1697
H 4.8593 2.4601 2.4897
H 4.9379 0.6847 2.3771
H -1.7550 -1.6259 -2.6448
H 1.0605 -2.7571 -2.7090
C -1.2177 -1.1257 -3.4858
C 1.1619 -1.8859 -3.3809
N 0.1633 -0.8495 -3.0855
H -1.6777 -0.1605 -3.7654
C 0.4072 0.1062 -2.1652
O -0.3201 1.1117 -1.9275
H 2.1621 -1.4353 -3.3032
H 1.3668 -0.0683 -1.6565
H -1.1416 -1.8068 -4.3505
H 1.0043 -2.2361 -4.4118
O -0.5256 -2.1621 -0.3108
C 0.1256 -2.2783 0.9263
C 2.4580 -2.0949 -0.0699
C 1.6089 -2.1266 1.0241
H 2.0033 -2.1017 -1.0546
C 3.8552 -2.0727 0.0757
H -0.4121 -1.8448 1.7790
C 2.1680 -1.9469 2.3035
H 4.5003 -2.1502 -0.8142
C 4.4084 -1.9907 1.3604
C 3.5521 -1.8497 2.4681
H 1.4756 -1.8747 3.1565
H 5.4953 -1.9744 1.5050
H 3.9705 -1.6870 3.4668
Si -4.1158 0.9123 -0.0009
Cl -1.9226 0.2469 -0.0335
C -4.8420 1.1017 -1.7210
C -4.0887 2.4860 1.0705
C -4.9419 -0.6035 0.7508
H -4.3711 0.3496 -2.3709
H -4.7767 2.1008 -2.1853
H -5.9236 0.9002 -1.6557
H -5.0335 -1.3456 -0.0438
H -5.9547 -0.4158 1.1108
H -4.3329 -0.9931 1.5691
H -3.4215 2.3557 1.9360
H -5.0992 2.7333 1.4396
H -3.7324 3.4228 0.5874
N -1.1768 5.3168 -0.0008
C -0.9401 6.5213 0.5561
C 0.3055 6.4243 1.1868
C 0.7416 5.0951 0.9855
N -0.1600 4.4311 0.2195
H -2.0085 4.9879 -0.5074
H -1.6569 7.3237 0.4461
H 0.8430 7.1927 1.7144
H 1.6221 4.5860 1.3482
```

* frontier orbital gap: 4.1115 eV
* E_HOMO: -4.04 eV
* ΔE to the lowest compared entry with this formula, charge and spin: 5.759 eV

Record 2
Density functional theory data (the ωB97M-V functional and the def2-TZVPD basis) for an isolated molecule of C23H40N2O3.

```
68
C23H40N2O3 | OMol25 | the ωB97M-V functional and the def2-TZVPD basis
C -4.3794 0.7540 2.9404
C -3.2230 0.3113 2.4710
C -2.2155 1.2015 1.8084
O -1.8991 0.8946 0.4466
C -2.5577 -0.2137 -0.1557
C -2.0331 -0.2887 -1.5799
C -0.5557 -0.6373 -1.4870
O -0.1689 -1.6907 -0.9995
N 0.3198 0.2690 -1.9907
C 0.2355 1.7445 -1.9559
C 1.6131 1.7640 -1.2544
C 2.7048 2.6872 -1.7589
C 3.9982 2.4289 -0.9831
C 3.7662 2.5359 0.5226
N 2.6811 1.6553 0.9385
C 2.9636 0.5465 1.6946
O 4.0952 0.3359 2.1014
C 1.8052 -0.3642 2.1027
C 1.1835 0.2615 3.3582
C 2.2972 -1.8009 2.3249
C 2.8570 -2.3843 1.0287
C 1.1680 -2.6934 2.8364
C 1.4345 1.9300 0.2538
C 1.7407 0.2668 -1.6190
C -2.8117 -1.2770 -2.4924
C -2.0272 -1.4737 -3.7926
C -4.1704 -0.6587 -2.8369
C -3.0309 -2.6361 -1.8233
H -5.0685 0.1015 3.4604
H -4.6702 1.7922 2.8259
H -2.9537 -0.7319 2.6034
H -2.5790 2.2326 1.8366
H -1.2780 1.1620 2.3710
H -2.3126 -1.1434 0.3643
H -3.6417 -0.0731 -0.1389
H -2.1380 0.7027 -2.0281
H 0.2392 2.1767 -2.9591
H -0.5976 2.1390 -1.3742
H 2.8581 2.5381 -2.8310
H 2.3918 3.7285 -1.6192
H 4.3680 1.4238 -1.2081
H 4.7747 3.1335 -1.2865
H 4.6542 2.2620 1.0841
H 3.4894 3.5645 0.7821
H 1.0488 -0.4129 1.3148
H 0.9318 1.3113 3.1929
H 0.2754 -0.2616 3.6556
H 1.8937 0.2165 4.1863
H 3.0970 -1.7634 3.0688
H 2.0689 -2.4574 0.2736
H 3.6734 -1.7761 0.6369
H 3.2475 -3.3891 1.2001
H 0.3197 -2.6690 2.1450
H 1.5074 -3.7284 2.9024
H 0.8164 -2.4003 3.8259
H 1.1370 2.9657 0.4639
H 0.6310 1.2899 0.6092
H 1.9802 -0.4316 -0.8187
H 2.3892 0.0712 -2.4763
H -1.0779 -1.9800 -3.6112
H -2.6059 -2.0825 -4.4900
H -1.8173 -0.5152 -4.2744
H -4.7871 -0.5043 -1.9502
H -4.0490 0.3033 -3.3406
H -4.7207 -1.3213 -3.5079
H -3.6738 -2.5504 -0.9444
H -3.5270 -3.3099 -2.5256
H -2.0854 -3.0812 -1.5175
```

* frontier orbital gap: 9.6656 eV
* E_HOMO: -9.03 eV
* ΔE to the lowest compared entry with this formula, charge and spin: 1.937 eV
* SMILES string: C=CCOC[C@@H](C(=O)N1CC2(CCCN(C(=O)[C@H](C)C(C)C)C2)C1)C(C)(C)C